C4H8N2 in the gas phase, computed with ωB97M-V/def2-TZVPD.

The geometry in XYZ format:
```
14
Properties=species:S:1:pos:R:3:forces:R:3
N 0.5700 -0.8835 0.4141 1.6 1.3 -2.9
N -0.3581 -0.2776 -0.5239 0.9 -0.8 0.8
C -0.4593 1.1373 -0.2446 -0.4 1.2 -1.6
C -0.8807 1.5529 -1.6383 -0.2 2.1 -0.1
C -0.1300 -1.6539 1.4019 0.5 0.3 -0.3
C 0.2835 0.6614 -1.4732 0.0 0.2 0.6
H 1.4145 -0.2086 0.5773 -2.3 -1.8 0.5
H -0.9525 -1.0386 1.7163 -0.8 -0.1 0.7
H 0.0195 1.6607 0.5441 0.2 0.2 0.6
H 1.3161 0.9720 -1.5888 -0.1 -0.7 0.0
H -0.7265 2.6171 -2.0776 0.2 -1.9 1.3
H -0.4792 -2.6786 1.0939 0.5 1.1 -0.1
H 0.6133 -1.7180 2.1665 0.1 -0.5 1.1
H -1.8522 1.2003 -1.9270 -0.2 -0.6 -0.4
```
Forces are in eV/Å.

Results
gap between HOMO and LUMO: 0.3496 Eh
DFT total energy: -7253.0115 eV
E_LUMO: 1.16 eV
SMILES string: CNN1[C@@H]2C[C@@H]21
energy relative to the best compared isomer or geometry (same formula, charge and spin): 4.864 eV

=====

2 unconnected molecules or ions with the total composition C8H14O4S, computed with ωB97M-V/def2-TZVPD.

The geometry in XYZ format:
```
27
Properties=species:S:1:pos:R:3:forces:R:3
S 3.0534 0.0172 -1.0396 -1.7 1.4 0.3
O 3.8105 0.2956 -2.2628 0.7 -0.1 -0.8
O 0.5841 0.8277 -1.7545 0.4 0.0 -0.5
O 0.0472 0.9121 1.1662 0.6 -1.1 0.0
O -0.8559 -1.1329 0.7741 1.5 1.4 -0.1
C -1.9683 -0.3174 0.5271 -3.9 0.4 0.4
C -2.8757 -0.2527 1.7873 -1.2 -3.1 0.8
C 2.4040 1.7176 -0.5483 -2.9 -2.1 2.6
C 1.4180 -1.0156 1.3842 -4.6 -3.0 -1.4
C 0.2098 -0.3148 1.0778 0.2 1.1 1.0
C 1.3434 -0.2362 -1.5331 -0.5 0.2 0.7
C 1.2671 2.0419 -1.5561 2.9 -2.4 2.3
C 0.6249 -1.4188 -1.9327 -0.8 1.5 0.5
H -2.5610 -0.8511 -0.2253 0.4 0.4 -0.3
H 2.2510 -0.5416 1.5931 3.8 2.3 1.1
H 1.6795 2.4754 -2.3881 0.7 0.5 -2.6
H -1.8361 0.7855 0.3335 0.7 -1.7 -0.7
H 0.6346 2.6810 -1.1201 -2.6 2.4 1.6
H -2.6903 -1.2516 2.4484 -0.7 2.1 -1.7
H 1.0574 -2.2547 -1.6433 2.7 -4.0 1.2
H -4.0561 -0.1933 1.5298 3.0 0.2 0.7
H 3.2180 2.3195 -0.5209 2.5 2.0 -0.6
H 1.2916 -2.0782 1.6520 0.4 0.6 -0.5
H -0.2954 -1.5046 -1.4203 -1.3 0.5 0.5
H 0.4222 -1.4973 -2.9372 -0.4 0.2 -2.6
H -2.4718 0.5177 2.4165 -0.5 0.7 0.4
H 2.0057 1.7522 0.5730 0.5 -0.5 -2.5
```
Forces are in eV/Å.

Results
gap between HOMO and LUMO (alpha / beta): 0.3240 / 0.2271 Eh
DFT total energy: -27542.1455 eV
E_LUMO (alpha / beta): -0.20 / -1.34 eV
energy relative to the best compared isomer or geometry (same formula, charge and spin): 7.601 eV

=====

2 unconnected molecules or ions with the total composition C27H36N3O2, computed with ωB97M-V/def2-TZVPD.

The geometry in XYZ format:
```
68
Properties=species:S:1:pos:R:3:forces:R:3
O -2.0884 -2.4018 -1.3787 -0.1 -0.3 0.3
O 0.7408 7.3350 1.0591 0.5 -1.9 0.2
N -0.5600 -2.0351 0.8952 -0.7 -0.6 -0.2
N 1.4966 3.9159 1.5646 -0.8 -2.8 0.8
N 2.4631 5.8178 0.8320 -0.6 0.2 0.1
C 1.1932 2.6318 1.8681 -0.1 1.9 -0.6
C -2.0333 -1.8038 0.9835 0.4 0.3 -0.1
C 2.7983 4.4228 1.0866 0.8 0.5 -0.5
C 4.2283 -0.4411 1.8043 -0.5 0.0 0.1
C -2.8508 -2.3323 -0.1779 0.1 -0.2 -0.6
C -2.1608 6.2617 -0.5186 0.0 0.3 0.1
C 5.0950 -2.5339 2.6902 -0.9 0.4 0.2
C 1.1894 6.1948 1.1530 -0.2 1.3 -0.3
C -0.0111 -2.8830 -0.1959 0.1 0.3 0.0
C -3.6547 7.7699 0.6523 0.2 -0.2 -0.4
C -3.3273 7.1508 1.8638 0.2 -0.3 0.0
C 3.2447 3.7525 -0.2224 -0.3 0.0 0.0
C -1.0094 -3.3197 -1.2544 -0.5 0.1 -0.1
C 3.4117 6.7772 0.3169 0.6 0.1 -0.2
C -0.7469 4.5945 0.7326 -0.1 -0.1 -0.5
C 2.8265 -1.8314 3.1898 -0.5 0.1 -0.2
C -1.8002 5.6811 0.6976 -0.1 0.0 0.3
C -0.0917 -2.5122 2.1780 -0.1 0.0 0.2
C 2.0928 1.5638 1.8001 0.6 -1.4 0.2
C 1.8158 0.2274 2.1180 0.6 2.1 0.5
C 3.8422 -2.7818 3.2808 0.4 0.4 -0.2
C 5.2858 -1.3142 2.0244 0.0 -0.2 -0.1
C 2.9208 -0.6983 2.3315 1.2 -0.6 0.3
C -3.0732 7.3226 -0.5495 0.0 -0.2 0.6
C 3.9092 4.3516 2.1487 -0.3 0.0 0.2
C -2.4033 6.0976 1.8919 -0.1 0.4 -0.6
C 0.4551 4.9344 1.6137 -0.4 1.0 0.5
H 3.6462 5.0043 2.9935 0.2 -0.2 -0.2
H 5.9026 -3.2498 2.8074 -0.1 0.1 -0.1
H -0.9175 -2.7872 2.8343 0.0 -0.3 0.1
H 4.4185 0.4734 1.2307 -0.1 -0.6 0.1
H -3.6736 -1.6386 -0.3975 0.1 -0.4 0.1
H 0.4475 -1.7450 2.6939 0.1 0.2 0.4
H -1.3691 -4.3344 -0.9900 -0.2 0.4 -0.3
H 0.7779 -0.0565 2.3446 0.6 0.1 -0.2
H -4.3680 8.5982 0.6313 0.3 -0.3 0.0
H 4.8536 4.6926 1.6976 -0.3 -0.2 0.3
H 0.3891 -3.7926 0.2634 0.1 0.1 -0.2
H 2.4839 3.9317 -0.9968 0.3 -0.1 0.2
H -3.2461 -3.3287 0.1088 0.1 0.3 -0.5
H 3.1293 1.8431 1.5924 -0.6 -0.4 0.2
H -0.5316 -3.3293 -2.2427 -0.1 -0.2 0.3
H -3.3192 7.7971 -1.4994 0.0 -0.1 0.3
H -2.3927 -2.3147 1.8800 -0.2 0.2 0.0
H 4.0324 3.3340 2.5293 0.2 0.2 -0.1
H 0.5805 -3.3580 2.0590 0.1 -0.1 0.2
H 4.2396 6.9446 1.0203 -0.2 0.0 -0.1
H -2.2432 -0.7299 1.1052 0.3 -0.2 0.0
H 1.9448 -1.9498 3.8330 0.4 -0.1 -0.6
H 0.8252 -2.3751 -0.7047 -0.2 0.1 0.4
H -1.6820 5.9020 -1.4369 -0.2 0.2 0.3
H 0.1630 2.4649 2.2203 0.5 0.1 -0.3
H 3.8264 6.4258 -0.6368 -0.1 0.1 0.2
H 3.6590 -3.7090 3.8263 0.1 0.4 0.0
H 2.9017 7.7297 0.1498 0.0 -0.3 0.1
H -1.1851 3.6578 1.1035 0.0 0.1 -0.2
H -0.3724 4.4154 -0.2893 -0.2 -0.1 0.3
H 0.1181 5.1014 2.6486 0.2 -0.1 -0.2
H -2.1262 5.6104 2.8279 -0.2 0.2 -0.1
H 4.2042 4.1921 -0.5329 -0.4 -0.3 0.0
H 6.2752 -1.0649 1.6424 -0.3 0.0 0.0
H 3.3581 2.6732 -0.0906 0.1 0.3 -0.2
H -3.7863 7.4819 2.7991 0.1 -0.1 -0.4
```
Forces are in eV/Å.

Results
gap between HOMO and LUMO: 0.2159 Eh
DFT total energy: -37140.3512 eV
E_LUMO: -4.89 eV
energy relative to the best compared isomer or geometry (same formula, charge and spin): 2.323 eV
charge: +1

=====

2 unconnected molecules or ions with the total composition C35H30F2O2P, computed with ωB97M-V/def2-TZVPD.

The geometry in XYZ format:
```
70
Properties=species:S:1:pos:R:3:forces:R:3
P 0.6963 -0.8722 1.2353 0.5 -0.2 0.2
F -3.5887 5.0788 -3.3117 0.2 -1.5 0.3
F 2.1980 5.1166 -2.5901 -0.2 -1.5 0.1
O -1.5782 -2.4981 0.5003 0.4 1.7 -0.3
O -2.8880 -0.8387 -0.2480 0.1 -0.5 0.2
C -0.3892 -2.8402 5.2894 0.1 0.1 -0.3
C 2.0549 0.8491 3.0572 -0.1 -0.1 -0.3
C -4.5968 2.9598 -2.9468 0.5 -0.6 0.3
C -0.7603 1.2691 -1.9805 -0.4 -0.3 -3.0
C 1.8199 -2.0298 0.3970 0.4 -0.2 -0.3
C 1.2862 -3.0756 -0.3696 0.0 -0.1 -0.1
C -1.9915 1.8829 -2.3930 -0.9 0.3 0.3
C -3.1622 1.0706 -2.4545 0.3 -0.2 0.3
C -4.4244 1.5911 -2.6890 -0.1 0.3 -0.2
C 3.0161 2.9470 -3.1104 -0.5 -0.3 0.2
C 3.2155 -1.9468 0.5543 -0.2 -0.1 0.1
C 2.8044 1.5605 -3.1172 0.0 0.2 -0.2
C 2.1176 -4.0321 -0.9539 0.2 0.2 0.1
C 1.7256 0.5341 1.7268 0.1 0.4 0.1
C -2.1649 3.2466 -2.7965 -0.4 0.1 0.3
C -3.9127 -1.8700 -0.1818 -0.2 0.1 0.0
C -5.1340 -1.3199 -0.8637 -0.3 0.2 -0.2
C 2.9355 2.4990 0.9721 0.0 -0.1 0.1
C 4.0478 -2.9109 -0.0218 -0.2 0.0 -0.1
C -0.6052 -0.3055 0.1913 -0.7 -1.0 1.3
C 0.5143 1.8614 -2.2787 1.5 0.5 0.8
C 3.2417 2.8226 2.2981 -0.1 -0.1 -0.1
C 1.5878 1.0247 -2.7162 -0.7 0.0 0.2
C 2.8098 1.9915 3.3352 0.0 0.0 -0.2
C 2.1988 1.3509 0.6936 -0.1 0.1 0.0
C 3.5029 -3.9535 -0.7782 -0.1 0.1 0.1
C 0.2569 -1.6893 2.8042 -0.4 -0.3 0.3
C -3.4463 3.7431 -3.0070 0.5 0.9 -0.3
C -0.6296 -1.0414 3.6819 0.1 -0.2 0.0
C 0.7910 3.2531 -2.1422 -0.1 -0.3 -0.3
C -1.6872 -1.3009 0.1783 0.5 -0.8 0.3
C -0.9479 -1.6126 4.9177 0.1 0.0 -0.2
C 0.7911 -2.9359 3.1730 0.0 0.2 0.0
C 1.9961 3.7539 -2.6123 0.1 0.9 0.0
C 0.4744 -3.5027 4.4114 -0.1 0.2 0.0
H 3.6018 0.8973 -3.4568 -0.3 0.2 0.1
H 4.1546 -4.7049 -1.2280 -0.2 0.2 0.2
H -1.3213 3.9096 -2.9538 -0.4 -0.1 0.0
H -0.6263 -3.2792 6.2604 0.1 0.1 -0.3
H -0.9132 0.7341 0.3000 0.1 -0.2 0.4
H 3.8219 3.7209 2.5133 -0.2 -0.3 0.0
H 1.4629 -3.4619 2.4925 -0.2 0.1 0.2
H -5.2908 0.9291 -2.6685 0.3 0.2 -0.1
H -5.9826 -1.9880 -0.6954 0.1 0.1 0.0
H -5.3954 -0.3228 -0.4922 0.0 -0.2 0.0
H -3.5625 -2.7777 -0.6890 0.0 0.3 0.3
H -4.1117 -2.0893 0.8760 0.2 0.0 -0.3
H -3.0393 0.0020 -2.3010 -0.1 0.3 0.2
H 3.0621 2.2313 4.3691 -0.1 -0.1 -0.3
H 1.4178 -0.0552 -2.7549 0.1 0.3 0.0
H 5.1268 -2.8475 0.1279 -0.3 0.0 -0.1
H 0.0669 3.9254 -1.6847 0.4 -0.1 -0.1
H 1.9794 1.0750 -0.3393 0.1 0.2 0.4
H 3.6513 -1.1369 1.1412 -0.1 -0.2 -0.1
H -1.6282 -1.0898 5.5914 0.2 -0.2 -0.2
H -1.0600 -0.0772 3.4034 0.1 -0.2 0.1
H 1.6771 -4.8426 -1.5362 0.2 0.2 0.2
H 1.7329 0.1949 3.8678 0.1 0.2 -0.2
H -4.9747 -1.2551 -1.9461 -0.1 0.0 0.1
H -0.7842 0.1791 -1.8348 0.1 0.8 -0.3
H 0.9109 -4.4639 4.6883 -0.2 0.3 -0.1
H 0.2071 -3.1549 -0.4802 0.2 0.0 0.0
H -5.5782 3.3938 -3.1140 0.2 0.0 0.0
H 3.9438 3.3906 -3.4629 -0.2 -0.1 0.1
H 3.2757 3.1335 0.1525 0.0 -0.2 0.3
```
Forces are in eV/Å.

Results
gap between HOMO and LUMO: 0.1923 Eh
DFT total energy: -55592.5960 eV
E_LUMO: -5.62 eV
energy relative to the best compared isomer or geometry (same formula, charge and spin): 2.176 eV
charge: +1

=====

no.,maximum force (eV Å⁻¹)
1,3.6
2,5.6
3,3.0
4,3.0